Here is C10H10BrCoNO2 as an isolated structure from the Open Molecules 2025 dataset. Energies are from ωB97M-V with the def2-TZVPD basis set.

Summary:
- total charge = -2
- max |F| (eV/Å) = 5.2
- LUMO (alpha / beta) (eV) = 6.16 / 6.12
- HOMO-LUMO gap (alpha / beta) (eV) = 5.9 / 5.4
- spin multiplicity = 4
- expectation value of S² = 3.76
- calculated total energy (Ha) = -4548.9342
- highest occupied orbital energy (alpha / beta) (Eh) = 0.0090 / 0.0256

Positions of all 25 atoms, in Å:
C (1.95736, 0.31912, 0.88095)
C (1.23186, 1.41894, 1.35895)
C (0.20599, 0.92319, 2.20051)
H (1.38731, 2.44975, 1.09885)
C (0.31981, -0.47774, 2.25286)
C (1.37482, -0.86198, 1.41321)
H (1.68898, -1.87272, 1.22088)
H (2.80069, 0.36052, 0.21536)
H (-0.55800, 1.50939, 2.67478)
H (-0.33241, -1.14052, 2.78736)
Co (-0.18053, 0.17555, 0.05811)
Br (-1.45204, 2.39580, 0.02868)
C (-1.15836, -0.39389, -1.94817)
C (-0.33639, -1.46700, -1.52491)
C (0.98875, -1.00994, -1.51824)
H (-0.67998, -2.43762, -1.21804)
C (0.99040, 0.35165, -1.92231)
C (-0.33231, 0.71113, -2.21918)
H (-0.66509, 1.68154, -2.53210)
H (-2.23045, -0.40429, -2.00123)
H (1.85302, -1.58728, -1.24394)
H (1.84901, 0.99500, -2.00004)
O (-3.93462, -0.81835, 0.85356)
N (-2.94291, -0.59374, 0.23066)
O (-1.84490, -0.22652, 0.85342)